(1)
13
Properties=species:S:1:pos:R:3:lowdin_charge:R:1 method="wB97M-V/def2-TZVPD" molar_mass_g_mol=134.2 orbital_gap_ev=9.148 multiplicity=1 relative_energy_kcal_mol=0.0 energy_ha=-1027.63154 smiles="C[C@@H]1CSSC1=O"
O -1.14 -1.26 -1.93 0.006
S -2.54 -0.38 0.08 0.661
S -1.57 0.72 1.52 0.512
C -1.08 -0.68 -0.85 -0.768
C 1.20 -0.81 0.29 -0.055
C -0.20 1.27 0.47 -0.511
C 0.15 0.08 -0.43 -0.420
H 2.09 -0.20 0.50 0.088
H 1.46 -1.62 -0.36 0.071
H 0.85 -1.30 1.18 0.076
H 0.69 1.61 1.06 0.097
H -0.54 2.13 -0.14 0.085
H 0.63 0.45 -1.37 0.157


(2)
14
Properties=species:S:1:pos:R:3:lowdin_charge:R:1 method="wB97M-V/def2-TZVPD" molar_mass_g_mol=166.3 orbital_gap_ev=8.499 multiplicity=1 relative_energy_kcal_mol=2.7 energy_ha=-1425.79959 smiles="O=C(S)CCC(=S)S"
C 0.68 -1.14 -0.94 -1.212
C 1.22 -0.66 0.42 -0.279
C 0.81 0.83 0.75 -0.170
C -0.61 0.98 1.29 -0.787
H -1.01 -2.11 0.33 -0.104
H 0.97 -1.33 1.25 0.107
H 2.30 -0.65 0.29 0.082
H 1.43 1.26 1.55 0.123
H 0.99 1.41 -0.13 0.099
H 0.05 3.19 1.40 -0.131
O -1.35 0.09 1.59 -0.013
S -0.89 -1.87 -0.99 0.800
S 1.65 -0.95 -2.24 0.650
S -1.17 2.66 1.58 0.834


Strongest force on any atom values (in hartree/bohr) by entry order: 0.054, 0.037.